{"formula": "C63H146F12N10O28S4", "method": "ωB97M-V/def2-TZVPD", "e_tot_ha": -7932.48619, "spin_multiplicity": 1, "largest_force_ha_per_bohr": 0.1182, "total_charge": 2, "homo_energy_ev": -11.255, "orbital_gap_ev": 8.2, "symbols": ["C", "C", "N", "C", "C", "C", "C", "C", "O", "C", "H", "H", "H", "H", "H", "H", "H", "H", "H", "H", "H", "H", "H", "H", "H", "H", "H", "H", "H", "H", "C", "C", "N", "C", "C", "C", "C", "C", "O", "C", "H", "H", "H", "H", "H", "H", "H", "H", "H", "H", "H", "H", "H", "H", "H", "H", "H", "H", "H", "H", "C", "C", "N", "C", "C", "C", "C", "C", "O", "C", "H", "H", "H", "H", "H", "H", "H", "H", "H", "H", "H", "H", "H", "H", "H", "H", "H", "H", "H", "H", "C", "C", "N", "C", "C", "C", "C", "C", "O", "C", "H", "H", "H", "H", "H", "H", "H", "H", "H", "H", "H", "H", "H", "H", "H", "H", "H", "H", "H", "H", "C", "C", "N", "C", "C", "C", "C", "C", "O", "C", "H", "H", "H", "H", "H", "H", "H", "H", "H", "H", "H", "H", "H", "H", "H", "H", "H", "H", "H", "H", "C", "N", "C", "C", "C", "C", "O", "H", "H", "H", "H", "H", "H", "H", "H", "H", "H", "H", "H", "H", "H", "C", "N", "C", "C", "C", "C", "O", "H", "H", "H", "H", "H", "H", "H", "H", "H", "H", "H", "H", "H", "H", "C", "N", "C", "C", "C", "C", "O", "H", "H", "H", "H", "H", "H", "H", "H", "H", "H", "H", "H", "H", "H", "O", "C", "O", "O", "H", "O", "C", "O", "O", "H", "O", "C", "O", "O", "H", "O", "C", "O", "O", "H", "C", "F", "F", "F", "S", "O", "O", "N", "S", "O", "O", "C", "F", "F", "F", "C", "F", "F", "F", "S", "O", "O", "N", "S", "O", "O", "C", "F", "F", "F"], "positions_angstrom": [[-1.401, 6.555, 5.444], [-2.251, 5.222, 5.840], [-2.583, 4.096, 4.727], [-2.990, 2.799, 5.456], [-3.774, 4.656, 3.935], [-5.089, 4.985, 4.785], [-1.423, 3.737, 3.742], [-0.234, 2.902, 4.250], [0.379, 3.663, 5.321], [1.434, 2.924, 5.948], [-0.384, 6.191, 5.301], [-1.520, 7.330, 6.201], [-1.719, 7.010, 4.506], [-3.086, 5.471, 6.496], [-1.462, 4.773, 6.443], [-3.102, 2.065, 4.659], [-3.911, 2.884, 6.032], [-2.169, 2.616, 6.149], [-3.951, 3.922, 3.148], [-3.321, 5.576, 3.567], [-5.148, 5.613, 5.674], [-5.507, 4.012, 5.044], [-5.843, 5.465, 4.161], [-1.068, 4.707, 3.395], [-1.825, 3.173, 2.901], [0.591, 2.635, 3.589], [-0.651, 1.914, 4.444], [1.032, 2.148, 6.599], [2.078, 3.570, 6.545], [2.072, 2.438, 5.210], [0.832, 4.007, -5.314], [2.180, 4.673, -4.852], [2.193, 5.133, -3.345], [0.846, 5.887, -3.172], [2.199, 3.915, -2.373], [3.071, 2.731, -2.688], [3.353, 6.155, -3.147], [4.737, 5.586, -3.365], [4.916, 5.292, -4.725], [6.271, 4.968, -5.227], [0.052, 4.745, -5.505], [0.549, 3.156, -4.696], [0.919, 3.453, -6.249], [2.447, 5.338, -5.673], [3.051, 4.022, -4.931], [-0.013, 5.236, -3.009], [0.683, 6.502, -4.057], [1.054, 6.400, -2.233], [1.153, 3.612, -2.329], [2.473, 4.310, -1.395], [2.776, 2.062, -3.496], [3.195, 2.148, -1.776], [4.032, 2.896, -3.176], [3.194, 6.468, -2.115], [3.260, 6.935, -3.902], [4.832, 4.807, -2.609], [5.515, 6.342, -3.259], [6.685, 3.997, -4.957], [7.009, 5.747, -5.035], [6.276, 4.956, -6.317], [-1.262, -2.432, 4.591], [-2.548, -2.872, 3.884], [-3.811, -3.052, 4.860], [-3.957, -1.621, 5.426], [-5.059, -3.515, 4.029], [-5.096, -5.023, 3.513], [-3.493, -4.088, 6.029], [-4.424, -4.067, 7.240], [-5.771, -4.231, 6.803], [-6.833, -3.885, 7.643], [-1.151, -1.374, 4.827], [-0.410, -2.612, 3.935], [-1.015, -2.972, 5.505], [-2.402, -3.840, 3.402], [-2.857, -2.146, 3.132], [-4.105, -0.818, 4.704], [-3.044, -1.477, 6.005], [-4.753, -1.717, 6.164], [-5.199, -2.855, 3.173], [-5.861, -3.151, 4.671], [-4.193, -5.180, 2.923], [-6.050, -5.293, 3.061], [-4.972, -5.732, 4.332], [-2.530, -3.955, 6.521], [-3.423, -5.111, 5.659], [-4.504, -3.162, 7.843], [-4.180, -4.922, 7.870], [-6.765, -4.485, 8.551], [-7.841, -4.116, 7.296], [-6.751, -2.815, 7.832], [-4.303, -0.927, -3.298], [-4.823, -1.864, -2.174], [-4.753, -3.419, -2.402], [-3.365, -3.983, -2.153], [-5.658, -4.130, -1.354], [-5.234, -3.948, 0.125], [-5.234, -3.905, -3.774], [-6.747, -3.818, -4.143], [-7.336, -2.622, -3.621], [-8.741, -2.508, -3.812], [-5.033, -0.893, -4.106], [-3.288, -1.183, -3.601], [-4.388, 0.081, -2.890], [-5.901, -1.718, -2.110], [-4.413, -1.675, -1.182], [-2.613, -3.686, -2.884], [-3.308, -5.071, -2.120], [-2.888, -3.592, -1.254], [-5.642, -5.156, -1.722], [-6.704, -3.844, -1.464], [-4.193, -4.221, 0.301], [-5.784, -4.638, 0.765], [-5.330, -2.950, 0.553], [-4.997, -4.968, -3.740], [-4.618, -3.365, -4.493], [-7.188, -4.662, -3.613], [-6.835, -3.962, -5.220], [-9.280, -3.343, -3.364], [-8.945, -2.539, -4.883], [-9.156, -1.520, -3.616], [-0.052, -5.219, -3.209], [0.441, -4.522, -4.520], [1.529, -5.283, -5.325], [2.599, -5.753, -4.370], [0.963, -6.622, -5.915], [1.876, -7.432, -7.083], [2.177, -4.436, -6.427], [1.201, -3.664, -7.366], [0.432, -4.608, -8.060], [-0.821, -4.181, -8.618], [-0.660, -4.462, -2.714], [0.728, -5.391, -2.468], [-0.636, -6.083, -3.527], [0.704, -3.476, -4.363], [-0.426, -4.422, -5.173], [3.253, -6.332, -5.023], [2.265, -6.437, -3.590], [3.119, -4.930, -3.881], [0.001, -6.281, -6.298], [0.702, -7.394, -5.190], [1.204, -8.098, -7.625], [2.587, -7.976, -6.461], [2.419, -6.804, -7.790], [3.099, -4.876, -6.807], [2.646, -3.625, -5.870], [1.799, -3.111, -8.091], [0.573, -3.008, -6.762], [-0.805, -3.504, -9.472], [-1.449, -3.635, -7.914], [-1.495, -4.988, -8.907], [6.169, 2.663, 2.355], [5.327, 3.780, 1.761], [4.186, 3.269, 0.890], [4.634, 4.550, 2.922], [6.283, 4.730, 0.927], [5.660, 5.955, 0.155], [5.187, 6.955, 1.071], [5.536, 2.083, 3.026], [6.911, 3.153, 2.985], [6.518, 2.097, 1.491], [3.483, 2.794, 1.574], [4.537, 2.625, 0.085], [3.578, 4.019, 0.383], [5.354, 5.029, 3.586], [4.087, 3.733, 3.392], [3.840, 5.225, 2.601], [6.899, 4.098, 0.287], [6.959, 5.149, 1.673], [4.968, 5.625, -0.620], [6.505, 6.378, -0.388], [4.258, 7.040, 0.844], [5.624, -4.832, 0.884], [4.637, -4.448, -0.170], [4.825, -5.224, -1.524], [3.234, -4.728, 0.393], [4.927, -2.967, -0.510], [4.449, -2.372, -1.809], [3.112, -2.610, -2.037], [6.645, -4.677, 0.535], [5.508, -5.883, 1.151], [5.592, -4.244, 1.801], [3.869, -5.117, -2.038], [4.990, -6.291, -1.376], [5.755, -4.859, -1.959], [3.153, -5.755, 0.750], [2.457, -4.520, -0.343], [3.077, -4.165, 1.313], [6.005, -2.826, -0.433], [4.463, -2.416, 0.308], [5.007, -2.681, -2.693], [4.732, -1.321, -1.760], [2.767, -2.148, -2.805], [0.130, -0.850, 1.251], [0.180, -0.153, -0.175], [1.690, 0.030, -0.606], [-0.388, -1.025, -1.302], [-0.719, 1.059, -0.133], [-0.311, 2.235, 0.748], [0.960, 2.781, 0.307], [0.560, -1.851, 1.215], [-0.950, -0.964, 1.354], [0.589, -0.160, 1.960], [1.750, 0.479, -1.597], [2.092, -0.982, -0.563], [2.228, 0.655, 0.107], [0.089, -2.002, -1.230], [-0.126, -0.560, -2.252], [-1.477, -1.087, -1.305], [-1.694, 0.737, 0.231], [-0.847, 1.470, -1.135], [-0.416, 1.938, 1.792], [-1.038, 3.023, 0.548], [1.164, 3.525, 0.880], [1.602, 0.780, -5.190], [1.288, -0.410, -4.605], [0.196, -0.921, -4.881], [2.158, -0.968, -3.915], [0.761, 0.859, -5.647], [-4.749, 1.176, 2.541], [-3.717, 0.475, 2.238], [-3.850, -0.360, 1.299], [-2.597, 0.580, 2.781], [-5.358, 0.799, 1.902], [0.400, 6.950, 1.279], [1.561, 6.266, 1.080], [2.507, 6.793, 0.520], [1.600, 5.153, 1.590], [0.220, 6.159, 1.792], [-0.113, -4.603, 2.137], [-0.653, -4.617, 0.894], [-1.743, -5.244, 0.750], [-0.070, -4.020, -0.097], [-0.688, -5.153, 2.675], [-3.844, 7.512, 0.364], [-3.472, 7.973, 1.604], [-5.019, 8.120, 0.079], [-2.882, 7.932, -0.436], [-3.863, 5.517, 0.294], [-2.612, 5.133, 0.911], [-5.115, 5.179, 1.007], [-3.976, 5.111, -1.378], [-3.085, 3.938, -1.599], [-1.684, 4.272, -1.581], [-3.406, 2.788, -0.721], [-3.467, 3.322, -3.381], [-4.707, 2.791, -3.414], [-3.300, 4.307, -4.319], [-2.600, 2.316, -3.709], [3.212, -0.882, 5.291], [2.078, -1.495, 5.026], [3.067, 0.259, 5.895], [3.949, -1.743, 5.983], [4.009, -0.707, 3.519], [3.816, -2.030, 2.851], [3.288, 0.375, 2.917], [5.635, -0.249, 3.855], [6.508, -1.398, 3.319], [6.522, -2.549, 4.225], [6.423, -1.762, 1.871], [8.342, -0.707, 3.409], [8.529, 0.324, 2.566], [8.582, -0.271, 4.643], [9.214, -1.669, 3.054]]}